No. 1
Below is C27H22F3N3PPmS as an isolated structure, with properties calculated with the ωB97M-V functional and the def2-TZVPD basis.

Last column: Löwdin charge in e.
CARTESIAN COORDINATES (ANGSTROEM)
Pm (-9.65037, 8.10563, 13.85648)  1.5459
F (-10.92297, 5.16921, 18.47026)  0.1316
C (-11.03371, 6.47087, 18.86689)  -0.5381
F (-12.24982, 6.87605, 18.51399)  0.1531
F (-10.98464, 6.57983, 20.24131)  0.1307
C (-9.99047, 7.38775, 18.18465)  -0.0531
C (-9.21408, 8.30250, 18.90763)  0.0466
C (-8.40035, 9.26940, 18.32210)  -0.0296
C (-8.42476, 9.39019, 16.99116)  -0.1011
N (-9.22666, 8.61199, 16.19987)  -0.1477
C (-9.96798, 7.59773, 16.76258)  -0.6221
S (-10.87980, 6.67959, 15.54583)  0.5792
H (-9.18029, 8.37111, 20.01041)  0.1509
H (-7.87037, 9.98210, 18.95687)  0.1371
H (-7.91834, 10.11282, 16.41256)  0.0846
C (-8.13835, 14.71560, 14.90710)  -0.0489
C (-7.41721, 13.67062, 15.39198)  -0.0502
C (-7.51319, 12.44181, 14.65039)  -0.1207
C (-8.20067, 12.32542, 13.50264)  -0.4223
C (-8.87377, 13.46315, 12.98769)  -0.0810
C (-8.89844, 14.61516, 13.70139)  -0.0362
P (-8.35757, 10.77134, 12.59345)  1.0451
C (-7.93658, 11.18894, 10.85258)  -0.3756
C (-6.60219, 10.89006, 10.42080)  -0.1216
C (-6.14895, 11.11739, 9.16061)  -0.0774
C (-7.07429, 11.49567, 8.18510)  -0.0433
C (-8.38350, 11.77057, 8.56206)  -0.0632
C (-8.79871, 11.62373, 9.86808)  -0.1288
C (-10.18417, 10.48356, 12.50142)  -0.4971
C (-11.03304, 10.72841, 13.58145)  -0.1331
C (-12.29733, 10.18629, 13.70812)  -0.0478
C (-12.75932, 9.34136, 12.73699)  -0.0607
C (-11.94285, 9.07106, 11.67776)  -0.0854
C (-10.67082, 9.63705, 11.45656)  -0.1361
H (-8.04988, 15.70963, 15.31072)  0.1157
H (-6.69996, 13.89229, 16.18044)  0.1196
H (-6.76884, 11.65036, 14.99488)  0.1219
H (-9.30936, 13.29542, 11.98719)  0.1080
H (-9.48824, 15.41239, 13.33371)  0.1070
H (-5.82473, 10.78504, 11.18030)  0.1070
H (-5.04653, 11.06224, 9.02317)  0.1339
H (-6.77274, 11.66474, 7.13261)  0.1310
H (-8.98842, 12.21398, 7.78827)  0.1167
H (-9.86693, 11.91262, 10.21594)  0.1408
H (-10.64968, 11.35982, 14.34080)  0.1103
H (-12.91969, 10.49016, 14.46557)  0.1104
H (-13.80326, 9.09984, 12.85820)  0.1388
H (-12.31352, 8.36732, 10.86164)  0.1537
H (-10.10887, 9.52210, 10.48678)  0.1328
N (-7.47252, 6.60450, 11.44936)  -0.0132
C (-6.90060, 5.42540, 11.13958)  -0.0327
C (-7.50773, 4.53189, 11.97000)  -0.0285
C (-8.33539, 5.25523, 12.84606)  -0.1097
N (-8.38279, 6.54058, 12.44170)  -0.1745
H (-7.39132, 7.48369, 10.96023)  0.1564
H (-6.42935, 5.30422, 10.13980)  0.1639
H (-7.38227, 3.47604, 11.81465)  0.1200
H (-9.08397, 5.04986, 13.60481)  0.0867

Summary:
* gap between HOMO and LUMO (alpha / beta): 7.67 / 7.92 eV
* ⟨S²⟩: 6.0080
* energy: -2853.3394 hartree
* spin multiplicity: 5
* HOMO level (alpha / beta): -14.41 / -14.42 eV
* net charge: +2

No. 2
Below is C3HO2Tl as an isolated structure, with properties calculated with the ωB97M-V functional and the def2-TZVPD basis.

Last column: Löwdin charge in e.
CARTESIAN COORDINATES (ANGSTROEM)
C (-2.33567, 0.77500, -0.34959)  0.5422
H (-3.26465, 1.31798, -0.34493)  0.1686
C (-1.29087, 0.18175, -0.35730)  0.2666
O (-0.07954, -0.59932, -0.34381)  0.2885
C (0.98182, -0.29788, 0.27987)  -0.0287
Tl (3.89039, -0.65378, 0.86622)  1.7918
O (2.09852, -0.72376, 0.24953)  -0.0291

Summary:
* gap between HOMO and LUMO (alpha / beta): 6.36 / 7.65 eV
* ⟨S²⟩: 1.6713
* energy: -436.1375 hartree
* spin multiplicity: 2
* HOMO level (alpha / beta): -25.15 / -27.00 eV
* net charge: +3

No. 3
Below is a single C5H5NO molecule, with properties calculated with the ωB97M-V functional and the def2-TZVPD basis.

Last column: Löwdin charge in e.
CARTESIAN COORDINATES (ANGSTROEM)
O (0.36659, -0.19772, 1.90326)  0.1097
C (0.51470, 0.22034, 0.77363)  -0.3772
C (1.83264, 0.14505, 0.13942)  -0.0184
C (2.93954, 0.00519, -0.32401)  0.1515
C (-0.68554, 0.73247, 0.00989)  -0.2511
C (-1.44607, -0.25958, -0.78219)  -0.1211
N (-1.98723, 0.26115, 0.46185)  0.0218
H (3.92559, -0.11689, -0.72407)  0.0401
H (-0.86851, 1.78262, -0.10870)  0.1389
H (-1.08551, -1.28591, -0.75862)  0.1152
H (-1.94284, 0.03345, -1.70526)  0.1038
H (-1.82944, -0.35395, 1.25203)  0.0866

Summary:
* gap between HOMO and LUMO: 10.00 eV
* energy: -323.3906 hartree
* HOMO level: -10.01 eV

No. 4
Below is a single C16H22NO2S molecule, with properties calculated with the ωB97M-V functional and the def2-TZVPD basis.

Last column: Löwdin charge in e.
CARTESIAN COORDINATES (ANGSTROEM)
C (3.14262, 0.50770, 1.64983)  -0.0372
C (1.76145, -0.03185, 1.76972)  -0.3420
N (0.75211, 0.50085, 2.36918)  0.1394
C (-0.41118, -0.47957, 2.39154)  -0.2761
C (-0.03012, -1.58654, 1.40348)  -0.1357
C (1.47867, -1.38815, 1.08911)  -0.1139
C (-1.75620, 0.24338, 2.19183)  -0.5052
C (-2.91894, -0.77380, 2.11538)  -0.0194
C (-1.63623, 1.20948, 1.02284)  -0.0514
H (3.74162, -0.22935, 1.10084)  0.0724
H (3.17246, 1.46302, 1.09886)  0.0884
H (3.62030, 0.65176, 2.63477)  0.0901
H (-0.45442, -0.88937, 3.41348)  0.1508
H (-0.17505, -2.57974, 1.83242)  0.1099
H (-0.57979, -1.49507, 0.45697)  0.1095
H (1.71299, -1.30026, 0.02274)  0.1121
H (2.12448, -2.16314, 1.53735)  0.1167
H (-3.73452, -0.31497, 1.54625)  0.0884
H (-2.63092, -1.74212, 1.70255)  0.0768
H (-3.27690, -0.90204, 3.13932)  0.0658
H (-2.58270, 1.76607, 0.88192)  0.0892
H (-0.85457, 1.96389, 1.25615)  0.0903
H (-1.32321, 0.75914, 0.07600)  0.0856
C (-2.04401, 1.11058, 3.47551)  -0.1812
C (-2.51943, 0.73834, 4.83998)  -0.1042
S (-1.78136, 1.26661, 6.37488)  0.6843
O (-0.35844, 1.00126, 6.31440)  -0.3242
O (-2.25025, 2.54139, 6.89189)  -0.3280
C (-2.40554, 0.15291, 7.72381)  -0.2570
C (-3.47470, 0.53730, 8.54672)  -0.0583
C (-3.97693, -0.36652, 9.49383)  -0.0799
C (-3.39860, -1.62242, 9.63382)  -0.0930
C (-2.29221, -1.97493, 8.86909)  -0.0795
C (-1.78087, -1.07874, 7.92058)  -0.0655
H (-2.91015, 1.79574, 3.18237)  0.1562
H (-1.08709, 1.54509, 3.60471)  0.0895
H (-3.54043, 0.42294, 5.08732)  0.0916
H (-3.91690, 1.52590, 8.44349)  0.1096
H (-4.82852, -0.06871, 10.10984)  0.1072
H (-3.81450, -2.34742, 10.35562)  0.1119
H (-1.81054, -2.94543, 8.98637)  0.1054
H (-0.90728, -1.33624, 7.32599)  0.1107

Summary:
* gap between HOMO and LUMO (alpha / beta): 9.50 / 8.54 eV
* ⟨S²⟩: 0.7548
* energy: -1226.1802 hartree
* spin multiplicity: 2
* HOMO level (alpha / beta): -8.82 / -9.57 eV

No. 5
Below is an isolated ion of composition C5H12N4O and charge +2, with properties calculated with the ωB97M-V functional and the def2-TZVPD basis.

Last column: Löwdin charge in e.
CARTESIAN COORDINATES (ANGSTROEM)
C (-1.13113, -0.91746, -0.00338)  -0.2251
C (-0.00719, -1.68998, 0.35690)  0.0253
C (0.49242, 0.77428, 0.50846)  -0.1264
C (2.67440, 0.05295, -0.49087)  -0.0637
C (-2.02911, 1.29940, 0.25957)  0.0000
N (-0.87851, 0.45263, 0.14932)  -0.0538
N (3.03425, -0.72884, 0.49042)  0.2429
N (-2.39288, -1.29518, -0.24518)  0.2866
N (1.45487, 0.62771, -0.58428)  0.1008
O (0.43331, -2.79403, -0.11719)  0.1987
H (0.55332, 1.78790, 0.81007)  0.1490
H (0.77789, 0.10489, 1.33250)  0.1242
H (3.33549, 0.21732, -1.38404)  0.1979
H (-2.63865, 1.25822, -0.58599)  0.0957
H (-2.63017, 1.07858, 1.06827)  0.0881
H (-1.74779, 2.39794, 0.40140)  0.1561
H (2.28781, -0.94501, 1.17628)  0.1323
H (3.86961, -1.24992, 0.45654)  0.1420
H (-2.59114, -2.23642, -0.25115)  0.1234
H (-3.04895, -0.68728, 0.15510)  0.1078
H (1.40108, 1.48617, -1.03326)  0.1374
H (0.11358, -3.10108, -0.97007)  0.1609

Summary:
* gap between HOMO and LUMO: 8.22 eV
* energy: -491.2519 hartree
* HOMO level: -17.68 eV
* net charge: +2

No. 6
Below is a 2-piece molecular cluster, C5H9N4O overall, with properties calculated with the ωB97M-V functional and the def2-TZVPD basis.

Last column: Löwdin charge in e.
CARTESIAN COORDINATES (ANGSTROEM)
C (2.18564, 0.51573, -0.40473)  -0.0316
C (-0.19472, -2.12522, -0.22890)  -0.0551
C (1.14894, -0.36299, -0.17229)  -0.1227
C (-2.49574, 1.33747, -0.16317)  -0.0936
C (0.09758, -0.22677, 0.89302)  -0.4352
N (2.40337, 1.61645, 0.32926)  0.1561
N (0.94914, -1.62933, -0.69590)  0.1378
N (-2.26347, 0.17087, -0.42493)  0.0597
N (-0.65628, -1.37141, 0.72590)  0.1342
O (-0.00633, 0.53285, 1.79703)  0.1294
H (2.94210, 0.53599, -1.15443)  0.1353
H (-0.67935, -3.08115, -0.71559)  0.2153
H (-3.40116, 1.94713, -0.20674)  0.0868
H (-1.66067, 2.00024, 0.18834)  0.0815
H (3.08980, 2.28333, 0.02632)  0.1239
H (1.31883, -2.08512, -1.47002)  0.1511
H (-3.09474, -0.26706, -0.62799)  0.0387
H (-1.55352, -1.56886, 1.12573)  0.1717
H (1.87056, 1.77785, 1.17911)  0.1166

Summary:
* gap between HOMO and LUMO: 8.37 eV
* energy: -489.9101 hartree
* HOMO level: -12.39 eV
* net charge: +1